ORCA calculation (ωB97M-V with the def2-TZVPD basis set) on 2 unconnected molecules or ions with the total composition C3H10N at a distorted geometry.

Atoms and positions in Å:
C1 2.5984 0.1315 2.5520
H1 1.9377 -0.0783 1.7197
H2 2.4043 -0.6576 3.3864
H3 2.4075 1.0937 3.0829
H4 3.5839 -0.1012 2.2661
C2 -0.9421 0.8158 -0.6864
C3 -2.1272 -1.1532 -1.9627
N1 -1.1687 -0.3413 -1.7643
H5 -0.4331 0.3749 0.0907
H6 -2.0389 0.9842 -0.4918
H7 -0.3555 1.5441 -1.2862
H8 -2.9341 -1.1084 -1.4138
H9 -2.1640 -1.6139 -2.8819
H10 -0.7682 0.1098 -2.6106

## Properties
E_HOMO (alpha / beta)   -5.54 / -10.32 eV
2S+1   2
⟨S²⟩   0.75
LUMO (alpha / beta)   0.94 / 0.92 eV
Gap between HOMO and LUMO (alpha / beta)   0.238 / 0.413 Ha
Energy relative to the best compared isomer or geometry (same formula, charge and spin)   41.8 kcal per mole

ORCA calculation (ωB97M-V with the def2-TZVPD basis set) on 4 unconnected molecules or ions with the total composition C36H50ClF24N2O5S at a distorted geometry.

Atoms and positions in Å:
C1 5.2825 0.0118 0.9284
C2 5.1478 0.4341 -0.6364
C3 5.1806 -0.8428 -1.6220
C4 3.7278 -1.4193 -2.0036
C5 2.8744 -1.8544 -0.6828
C6 1.3767 -2.1643 -1.1993
C7 0.6104 -0.7516 -1.4571
C8 -0.1193 -0.6907 -2.9256
C9 -1.6861 -0.9578 -2.6324
N1 -2.2489 -2.3056 -2.5881
C10 -1.5739 -3.6239 -2.8233
C11 -1.6041 -3.8696 -4.4391
O1 -0.4716 -3.2853 -5.1316
C12 0.7489 -3.9744 -4.8536
O2 0.7982 -5.2266 -4.8024
C13 -3.6760 -2.0612 -2.2459
C14 -4.6980 -3.2786 -2.0379
C15 -3.9778 -0.5267 -2.1100
C16 -5.3397 0.2260 -1.7399
S1 -6.8846 -0.7239 -2.1477
C17 -8.0566 -0.7214 -0.6924
C18 -9.5462 -0.9617 -1.3279
N2 -2.6581 0.1083 -2.3880
C19 -2.2968 1.5536 -2.3979
Cl1 -2.4620 2.1358 -0.6312
C20 -3.2829 2.4698 -3.3117
C21 -2.4671 3.5498 -4.1884
H1 4.7749 0.8616 1.5342
H2 6.3770 -0.1544 1.2618
H3 4.7361 -0.9753 1.1735
H4 4.2244 1.0932 -0.8497
H5 6.0898 1.0669 -0.8911
H6 5.6598 -0.4766 -2.6108
H7 5.7942 -1.7220 -1.2066
H8 3.7408 -2.3462 -2.6802
H9 3.1440 -0.5775 -2.5377
H10 2.8087 -1.0291 0.1059
H11 3.2827 -2.8302 -0.2389
H12 1.4821 -2.7652 -2.1911
H13 0.7869 -2.8654 -0.4869
H14 1.3208 0.1528 -1.3198
H15 -0.1995 -0.6887 -0.6303
H16 0.0753 0.3055 -3.4542
H17 0.3718 -1.5142 -3.5465
H18 -0.4965 -3.6692 -2.4422
H19 -2.1390 -4.4759 -2.2763
H20 -2.5381 -3.2855 -4.8058
H21 -1.8088 -4.9684 -4.7140
H22 1.6842 -3.3272 -4.6219
H23 -5.4781 -3.2929 -2.8794
H24 -4.2023 -4.2930 -1.8622
H25 -5.2904 -3.0355 -1.0694
H26 -5.2873 0.4490 -0.6000
H27 -5.4455 1.2626 -2.2441
H28 -7.9945 0.2694 -0.1218
H29 -7.7900 -1.5856 0.0234
H30 -10.2821 -0.4641 -0.6088
H31 -9.7124 -2.0957 -1.4357
H32 -9.5993 -0.5376 -2.4042
H33 -1.2310 1.7763 -2.7407
H34 -3.9330 3.0627 -2.5662
H35 -4.0047 1.8565 -3.9546
H36 -1.5113 3.8071 -3.5976
H37 -3.1581 4.4581 -4.3349
H38 -2.2306 3.0602 -5.2102
C22 -4.9068 -1.7718 4.1434
C23 -3.7279 -2.7599 4.2502
C24 -2.9422 -3.0095 2.9612
F1 -3.7006 -3.5075 1.9663
F2 -1.9555 -3.9190 3.1765
F3 -4.1768 -3.9225 4.7846
F4 -2.8586 -2.2431 5.1681
O3 -6.2177 -2.3327 3.9630
C25 -6.5948 -2.6807 2.6458
C26 -6.7638 -4.1926 2.4501
F5 -5.6477 -4.8751 2.7788
F6 -7.0328 -4.4828 1.1513
F7 -5.7264 -2.1278 1.7717
F8 -7.7823 -2.0667 2.4251
H39 -4.9694 -1.2687 5.1129
H40 -4.7098 -0.9661 3.4308
H41 -2.4681 -2.0883 2.6076
H42 -7.5830 -4.5741 3.0654
C27 0.9656 2.5785 5.0607
C28 1.2014 1.7159 6.3170
C29 1.1711 0.2006 6.1078
F9 -0.0023 -0.2421 5.6200
F10 1.3576 -0.4429 7.2889
F11 0.3264 2.0965 7.2803
F12 2.4401 2.0403 6.7938
O4 -0.3658 3.0726 4.8404
C30 -1.2841 2.1980 4.2164
C31 -2.4279 1.7663 5.1415
F13 -1.9767 1.1869 6.2716
F14 -3.2233 0.8565 4.5211
F15 -0.6136 1.1558 3.6833
F16 -1.7971 2.8821 3.1662
H43 1.5594 3.4866 5.2024
H44 1.3801 2.1192 4.1587
H45 1.9702 -0.1174 5.4307
H46 -3.0427 2.6235 5.4287
C32 9.1010 5.4268 -2.2519
C33 10.1347 5.9509 -1.2347
C34 11.3066 5.0175 -0.9249
F17 10.9189 3.8331 -0.4192
F18 12.1234 5.5778 0.0048
F19 9.4866 6.3189 -0.1013
F20 10.6533 7.1034 -1.7546
O5 7.9106 4.8159 -1.7274
C35 7.9942 3.4547 -1.3537
C36 7.8452 3.2374 0.1574
F21 8.7536 3.9409 0.8630
F22 8.0268 1.9321 0.4792
F23 9.1276 2.9259 -1.8541
F24 6.9769 2.8299 -2.0040
H47 8.7283 6.3074 -2.7838
H48 9.5608 4.8117 -3.0306
H49 11.9072 4.8322 -1.8209
H50 6.8510 3.5401 0.4974

## Properties
E_HOMO   -11.27 eV
LUMO   -2.94 eV
Gap between HOMO and LUMO   0.306 Ha
Charge   +1

ORCA calculation (ωB97M-V with the def2-TZVPD basis set) on 2 unconnected molecules or ions with the total composition C5H6N at a distorted geometry.

Atoms and positions in Å:
C1 -2.2288 -1.7016 -0.5043
C2 -1.4081 -0.8218 -0.5794
C3 1.9971 0.6728 0.1625
C4 1.6098 -0.4620 0.6820
C5 -0.3623 0.0701 -0.8862
N1 0.7336 0.1067 -0.2726
H1 -3.1369 -2.2455 -0.6160
H2 2.6933 1.3387 -0.2531
H3 1.8917 -1.0894 1.4264
H4 -0.8756 1.8875 1.1566
H5 -0.3351 1.3962 1.3978
H6 -0.5785 0.8483 -1.7138

## Properties
E_HOMO (alpha / beta)   -11.13 / -15.53 eV
2S+1   3
⟨S²⟩   2.01
LUMO (alpha / beta)   -5.01 / -8.22 eV
Gap between HOMO and LUMO (alpha / beta)   0.225 / 0.269 Ha
Energy relative to the best compared isomer or geometry (same formula, charge and spin)   148.6 kcal per mole
Charge   +1